{
  "formula": "C33H42N6Pd",
  "method": "ωB97M-V with the def2-TZVPD basis set",
  "multiplicity": 1,
  "lumo_ha": 0.0188,
  "gap_ev": 8.084,
  "symbols": ["Pd", "C", "C", "C", "C", "C", "C", "C", "N", "C", "N", "C", "C", "C", "C", "C", "C", "C", "N", "C", "C", "C", "C", "C", "C", "C", "H", "H", "H", "H", "H", "H", "H", "H", "H", "H", "H", "H", "H", "H", "H", "H", "H", "H", "H", "H", "H", "H", "N", "C", "C", "N", "H", "H", "H", "H", "H", "H", "H", "H", "C", "N", "C", "C", "C", "C", "C", "C", "C", "C", "H", "H", "H", "H", "H", "H", "H", "H", "H", "H", "H", "H"],
  "positions_angstrom": [[-0.243, -0.772, 0.593], [0.336, 5.044, -3.203], [1.020, 5.245, -1.880], [1.739, 6.402, -1.606], [2.379, 6.586, -0.390], [2.286, 5.610, 0.589], [1.555, 4.456, 0.349], [0.940, 4.264, -0.885], [0.175, 3.104, -1.164], [0.443, 1.805, -0.782], [1.716, 1.564, -0.415], [2.361, 0.294, -0.345], [1.696, -0.837, 0.135], [2.464, -2.003, 0.188], [3.790, -2.049, -0.210], [4.409, -0.901, -0.678], [3.702, 0.289, -0.752], [4.375, 1.538, -1.262], [-0.468, 0.878, -0.849], [-1.736, 1.268, -1.343], [-2.658, 1.918, -0.522], [-3.917, 2.262, -0.998], [-4.256, 1.962, -2.308], [-3.322, 1.353, -3.137], [-2.052, 1.015, -2.682], [-1.014, 0.418, -3.587], [0.605, 5.836, -3.899], [-0.752, 5.051, -3.101], [0.611, 4.084, -3.644], [1.806, 7.166, -2.371], [2.943, 7.491, -0.207], [2.767, 5.747, 1.548], [1.453, 3.705, 1.121], [-0.763, 3.255, -1.500], [2.335, 2.348, -0.527], [2.009, -2.896, 0.584], [4.345, -2.977, -0.142], [5.448, -0.921, -0.986], [5.399, 1.319, -1.560], [4.424, 2.325, -0.502], [3.861, 1.955, -2.133], [-2.365, 2.163, 0.494], [-4.620, 2.765, -0.347], [-5.237, 2.213, -2.691], [-3.578, 1.141, -4.168], [-1.427, 0.212, -4.574], [-0.625, -0.500, -3.147], [-0.171, 1.103, -3.708], [-2.322, -0.577, 1.362], [-3.439, -1.473, 0.985], [-3.761, -1.521, -0.498], [-2.633, -1.952, -1.313], [-2.197, -0.643, 2.367], [-2.601, 0.378, 1.162], [-4.349, -1.167, 1.511], [-3.197, -2.476, 1.329], [-4.084, -0.531, -0.839], [-4.628, -2.187, -0.594], [-2.959, -2.357, -2.183], [-2.078, -2.667, -0.854], [-0.322, -6.305, 2.544], [-0.300, -5.352, 1.454], [1.024, -5.237, 0.881], [-0.950, -4.067, 1.698], [-0.311, -3.084, 2.672], [-0.212, -3.466, 4.016], [0.422, -2.674, 4.957], [0.974, -1.467, 4.550], [0.836, -1.060, 3.233], [0.164, -1.826, 2.262], [-0.078, -7.294, 2.152], [-1.323, -6.351, 2.978], [0.395, -6.080, 3.348], [1.392, -6.233, 0.630], [1.752, -4.766, 1.561], [0.979, -4.652, -0.039], [-1.970, -4.303, 2.023], [-1.015, -3.567, 0.729], [-0.655, -4.401, 4.334], [0.486, -2.995, 5.989], [1.501, -0.838, 5.259], [1.267, -0.109, 2.942]],
  "lowdin_charge": [0.84, -0.04, -0.21, -0.04, -0.08, -0.08, -0.03, -0.20, 0.15, -0.36, 0.13, -0.21, -0.19, -0.12, -0.09, -0.07, -0.23, -0.05, 0.05, -0.29, -0.07, -0.09, -0.10, -0.04, -0.23, -0.03, 0.08, 0.09, 0.08, 0.11, 0.10, 0.10, 0.12, 0.13, 0.09, 0.04, 0.10, 0.10, 0.08, 0.08, 0.08, 0.12, 0.10, 0.10, 0.11, 0.08, 0.08, 0.08, -0.03, -0.22, -0.27, 0.01, 0.09, 0.04, 0.11, 0.09, 0.09, 0.11, 0.08, 0.04, -0.12, -0.26, -0.11, -0.19, -0.23, -0.07, -0.10, -0.11, -0.13, -0.23, 0.08, 0.08, 0.08, 0.08, 0.09, 0.08, 0.11, 0.08, 0.09, 0.09, 0.09, 0.08]
}

***

{
  "formula": "C33H42N8O10S5V",
  "method": "ωB97M-V with the def2-TZVPD basis set",
  "multiplicity": 2,
  "lumo_ha": [-0.0478, -0.0314],
  "gap_ev": [6.495, 6.954],
  "symbols": ["V", "C", "C", "N", "N", "C", "N", "S", "C", "C", "C", "C", "C", "N", "H", "H", "H", "H", "H", "H", "H", "H", "H", "O", "S", "O", "O", "C", "C", "C", "C", "C", "C", "S", "O", "O", "O", "H", "H", "H", "H", "C", "C", "C", "C", "C", "N", "H", "H", "H", "H", "H", "H", "H", "H", "H", "C", "C", "C", "C", "C", "C", "C", "S", "O", "O", "N", "C", "C", "C", "O", "O", "H", "H", "H", "H", "H", "H", "H", "H", "H", "H", "H", "H", "C", "N", "C", "C", "N", "C", "S", "H", "H", "H", "H", "H", "H", "H", "H"],
  "positions_angstrom": [[1.233, -0.153, -0.212], [3.563, -3.574, 1.086], [2.792, -2.314, 0.988], [2.354, -1.880, -0.135], [2.696, -2.613, -1.243], [2.543, -1.983, -2.375], [2.836, -2.694, -3.489], [1.975, -0.361, -2.561], [2.577, -1.381, 2.098], [2.953, -1.598, 3.410], [2.726, -0.604, 4.342], [2.145, 0.589, 3.937], [1.790, 0.728, 2.616], [2.001, -0.240, 1.720], [4.532, -3.445, 0.596], [3.028, -4.359, 0.550], [3.714, -3.874, 2.121], [3.303, -3.575, -3.362], [2.973, -2.194, -4.346], [3.398, -2.541, 3.690], [2.994, -0.757, 5.381], [1.961, 1.394, 4.637], [1.323, 1.626, 2.243], [-2.223, -0.047, -0.674], [-1.648, 0.629, -1.974], [-2.582, 1.640, -2.366], [-0.290, 1.069, -1.737], [-1.742, -0.651, -3.200], [-2.118, -0.171, -4.452], [-2.232, -1.049, -5.514], [-1.990, -2.403, -5.330], [-1.624, -2.888, -4.086], [-1.493, -2.025, -3.010], [-0.943, -2.730, -1.468], [-2.107, -2.909, -0.636], [-0.249, -3.952, -1.819], [-0.029, -1.668, -1.020], [-2.327, 0.886, -4.570], [-2.516, -0.673, -6.490], [-2.084, -3.084, -6.167], [-1.410, -3.938, -3.924], [-3.860, -0.385, 1.419], [-2.593, 0.449, 1.652], [-2.005, 0.144, 3.028], [-2.891, 1.952, 1.517], [-1.560, 0.134, 0.591], [-0.318, 0.111, 0.713], [-4.511, -0.306, 2.292], [-3.602, -1.439, 1.265], [-4.409, -0.044, 0.540], [-2.748, 0.379, 3.796], [-1.111, 0.743, 3.212], [-1.725, -0.909, 3.106], [-3.659, 2.241, 2.238], [-3.249, 2.193, 0.510], [-1.988, 2.538, 1.713], [-2.696, 5.420, -0.105], [-1.264, 5.517, -0.577], [-0.724, 4.536, -1.400], [0.594, 4.618, -1.836], [1.366, 5.704, -1.447], [0.846, 6.701, -0.623], [-0.464, 6.598, -0.192], [3.042, 5.819, -1.973], [3.391, 7.202, -2.113], [3.217, 4.902, -3.057], [3.930, 5.277, -0.689], [3.537, 3.993, -0.052], [3.948, 2.752, -0.857], [3.187, 1.532, -0.427], [3.715, 0.424, -0.320], [1.911, 1.675, -0.159], [-3.220, 4.607, -0.609], [-3.233, 6.351, -0.294], [-2.735, 5.233, 0.973], [-1.335, 3.696, -1.711], [1.019, 3.848, -2.473], [1.466, 7.551, -0.353], [-0.883, 7.370, 0.446], [4.003, 6.047, -0.027], [2.462, 3.957, 0.115], [4.024, 3.967, 0.919], [5.011, 2.547, -0.765], [3.727, 2.912, -1.911], [-2.494, -4.628, 3.885], [-2.066, -4.978, 2.553], [-2.650, -6.118, 1.852], [-1.933, -6.077, 0.505], [-0.775, -5.219, 0.797], [-0.977, -4.490, 1.916], [-0.030, -3.191, 2.416], [-3.524, -4.266, 3.876], [-1.842, -3.845, 4.262], [-2.431, -5.498, 4.547], [-3.728, -5.997, 1.750], [-2.457, -7.043, 2.402], [-2.552, -5.617, -0.266], [-1.613, -7.058, 0.169], [-0.339, -4.768, 0.008]],
  "lowdin_charge": [0.89, -0.01, -0.29, -0.07, 0.04, -0.79, 0.10, 0.83, -0.25, -0.01, -0.03, -0.03, -0.09, 0.02, 0.10, 0.09, 0.07, 0.10, 0.08, 0.11, 0.12, 0.11, 0.12, -0.16, 0.69, -0.25, -0.36, -0.21, -0.05, -0.06, -0.05, -0.04, -0.20, 0.48, -0.27, -0.30, -0.45, 0.12, 0.11, 0.11, 0.12, -0.02, -0.52, -0.04, -0.02, -0.33, 0.08, 0.09, 0.09, 0.09, 0.09, 0.07, 0.05, 0.09, 0.08, 0.09, -0.04, -0.25, -0.01, -0.04, -0.30, -0.05, -0.04, 0.62, -0.29, -0.28, -0.13, -0.19, -0.06, -0.63, 0.01, -0.16, 0.07, 0.08, 0.08, 0.09, 0.12, 0.11, 0.12, 0.11, 0.10, 0.13, 0.13, 0.12, -0.06, -0.16, -0.12, -0.13, 0.03, -0.79, 0.71, 0.09, 0.04, 0.09, 0.12, 0.12, 0.11, 0.11, 0.07]
}